Formula: C42H48BN6Sb2Ti
Source: the OMol25 dataset
Level of theory: ωB97M-V/def2-TZVPD

Values from the calculation:
Spin multiplicity ... 2
HOMO energy (spin up / spin down) ... -13.5 / -13.6 eV
Molar mass ... 939.09 g/mol
Charge ... +2

Atoms and positions in Å:
Ti (-0.187531, 0.053897, 0.395068)
C (-2.136463, -3.024221, -0.787961)
C (-2.675004, -1.943511, 0.089187)
C (-3.946151, -1.844750, 0.638823)
C (-3.944863, -0.707315, 1.432102)
C (-5.042951, -0.150086, 2.276196)
N (-2.729247, -0.141396, 1.345754)
N (-1.945493, -0.893668, 0.502481)
B (-2.063949, 0.856917, 2.353596)
N (-0.943651, 0.059062, 3.076654)
N (-0.089164, -0.709406, 2.318193)
C (0.575721, -1.512388, 3.168620)
C (1.534519, -2.565064, 2.723093)
C (0.173801, -1.230307, 4.469851)
C (-0.784874, -0.232592, 4.375498)
C (-1.565112, 0.440672, 5.456632)
N (-1.343463, 2.063977, 1.642672)
N (-0.062080, 1.899851, 1.149656)
C (0.525953, 3.108893, 1.108403)
C (1.901782, 3.333026, 0.579409)
C (-0.369252, 4.052548, 1.585452)
C (-1.534594, 3.367137, 1.902669)
C (-2.816801, 3.893962, 2.450344)
H (-2.481897, -3.991628, -0.424069)
H (-1.053022, -3.028475, -0.799393)
H (-2.490403, -2.915047, -1.813655)
H (-4.768499, -2.530010, 0.494228)
H (-5.992688, -0.592291, 1.980335)
H (-5.113743, 0.932794, 2.175479)
H (-4.879524, -0.378040, 3.331290)
H (-2.878696, 1.263702, 3.122838)
H (1.384400, -2.816262, 1.678040)
H (1.376905, -3.471118, 3.306594)
H (2.569434, -2.251964, 2.864152)
H (0.529508, -1.698162, 5.376078)
H (-1.139403, 0.189999, 6.425719)
H (-2.608883, 0.117401, 5.451899)
H (-1.549565, 1.525849, 5.341751)
H (2.419601, 2.403769, 0.364385)
H (2.493716, 3.880538, 1.314123)
H (1.869786, 3.937612, -0.329578)
H (-0.201782, 5.117100, 1.669467)
H (-2.897707, 3.694759, 3.520825)
H (-3.672811, 3.433479, 1.956870)
H (-2.862700, 4.970916, 2.304342)
C (3.210236, 0.137584, -2.002439)
C (2.288920, 1.236079, -2.538407)
C (1.198115, 0.708973, -3.475966)
Sb (-0.436887, -0.362678, -2.568555)
C (-1.704129, -0.264478, -4.266851)
C (-2.077070, 0.965977, -4.801436)
C (-2.870806, 1.003207, -5.939783)
C (-3.294882, -0.179899, -6.537448)
C (-2.926967, -1.405804, -6.002344)
C (-2.129483, -1.452132, -4.863009)
C (-1.376961, 1.396952, -1.693462)
C (-2.747874, 1.236386, -1.435112)
C (-3.582126, 2.331109, -1.273593)
C (-3.060768, 3.615251, -1.369752)
C (-1.709073, 3.796298, -1.641852)
C (-0.879002, 2.697877, -1.815235)
Sb (2.339534, -1.054019, -0.435214)
C (3.164030, -2.932047, -0.929315)
C (2.539596, -4.119962, -0.556435)
C (3.149476, -5.336164, -0.832659)
C (4.378030, -5.364450, -1.479687)
C (4.996924, -4.177945, -1.857552)
C (4.392591, -2.956245, -1.587282)
C (3.635815, -0.505209, 1.179744)
C (3.177902, 0.338830, 2.194630)
C (3.996195, 0.671489, 3.268072)
C (5.283212, 0.156805, 3.342038)
C (5.746972, -0.691171, 2.344593)
C (4.927385, -1.027685, 1.273019)
H (3.497844, -0.537880, -2.806783)
H (4.114968, 0.550470, -1.561011)
H (2.891821, 1.964589, -3.086613)
H (1.850843, 1.786140, -1.704598)
H (1.632342, 0.027696, -4.209999)
H (0.714797, 1.509003, -4.032040)
H (-1.765187, 1.894480, -4.337523)
H (-3.160912, 1.958821, -6.360041)
H (-3.914236, -0.143337, -7.425290)
H (-3.258315, -2.326089, -6.468839)
H (-1.838672, -2.414063, -4.455922)
H (-3.189212, 0.245813, -1.420550)
H (-4.641899, 2.180277, -1.098419)
H (-3.710757, 4.477138, -1.259507)
H (-1.303690, 4.796252, -1.746208)
H (0.156240, 2.874748, -2.079549)
H (1.577825, -4.113563, -0.057521)
H (2.663548, -6.260579, -0.543100)
H (4.854335, -6.312768, -1.692557)
H (5.952544, -4.199280, -2.366856)
H (4.894123, -2.044707, -1.887434)
H (2.172784, 0.732909, 2.182143)
H (3.623800, 1.322068, 4.051449)
H (5.921326, 0.407484, 4.181108)
H (6.748968, -1.098751, 2.402262)
H (5.302707, -1.709960, 0.520577)

Force components x, y, z for each atom (eV/Å):
0.3 -0.6 -0.7
-0.2 0.0 0.1
0.1 0.1 0.0
-0.2 -0.1 0.0
-0.1 0.1 0.0
0.0 0.0 0.0
0.1 0.0 0.1
-0.8 -0.3 0.0
0.2 -0.1 0.1
-0.2 -0.1 -0.1
0.2 0.1 0.5
0.0 0.0 0.0
0.0 0.1 0.2
0.1 0.0 0.1
-0.1 0.0 0.1
0.0 0.0 0.0
0.1 -0.1 0.1
0.1 0.4 0.2
-0.1 -0.1 0.0
-0.1 0.1 0.1
-0.1 0.2 0.0
-0.1 0.1 0.0
0.1 0.0 0.0
0.0 0.0 0.0
0.2 0.0 0.0
0.0 0.0 0.0
0.1 0.1 0.0
0.0 0.0 0.0
0.0 0.0 0.0
0.0 0.0 0.0
0.1 0.0 -0.1
0.0 0.0 -0.1
0.0 0.0 0.0
0.0 0.0 0.0
0.0 0.0 -0.1
0.0 0.0 0.0
0.1 0.0 0.0
0.0 -0.1 0.0
0.0 -0.1 0.0
0.0 0.0 0.0
0.0 0.0 0.0
0.0 -0.1 0.0
0.0 0.0 0.0
0.0 0.0 0.0
0.0 0.0 0.0
-0.3 0.1 -0.1
0.0 -0.2 -0.1
0.2 -0.1 0.2
0.0 0.5 -0.4
-0.1 -0.4 0.0
0.0 -0.1 -0.1
0.0 0.0 0.0
0.0 0.0 0.0
0.0 0.0 0.0
0.0 0.2 -0.1
-0.2 0.0 0.0
0.1 0.0 -0.1
0.0 0.0 0.0
0.0 0.0 0.0
-0.1 0.0 0.0
0.0 0.0 0.0
0.8 0.5 0.5
-0.3 0.0 0.0
0.1 0.0 -0.1
0.0 0.0 0.0
0.0 0.1 0.0
0.0 0.0 0.0
-0.1 -0.2 0.0
0.1 0.0 0.1
0.2 0.0 -0.1
0.0 0.0 -0.1
0.0 0.0 0.0
0.0 0.0 0.0
-0.1 0.1 0.0
0.0 0.0 0.0
0.1 0.0 0.0
0.0 0.0 0.0
0.0 0.1 0.1
0.0 0.0 0.0
0.0 0.1 0.0
0.0 0.0 0.0
0.0 -0.1 0.0
0.0 0.0 0.0
0.0 0.1 0.0
0.0 0.0 0.0
0.0 0.0 0.1
0.1 0.0 0.0
0.1 -0.1 0.0
0.0 0.0 0.0
0.0 0.0 0.0
0.0 0.0 0.0
0.0 0.1 0.0
0.0 0.0 0.0
0.0 0.0 0.0
0.0 0.0 0.0
-0.2 0.1 0.0
0.0 0.0 -0.1
0.0 0.0 -0.1
0.0 0.0 0.0
0.0 0.0 0.0

These are the Löwdin partial charges, in e, on atoms 1 to 5: number 1, Ti, carries 0.77; number 2, C, carries -0.03; number 3, C, carries -0.30; number 4, C, carries 0.05; number 5, C, carries -0.24